(1)
{
  "formula": "C45H62Cl2N2O18P",
  "method": "wB97M-V/def2-TZVPD",
  "elements": ["C", "C", "P", "C", "C", "N", "C", "C", "C", "C", "C", "C", "C", "N", "C", "C", "C", "C", "C", "C", "C", "C", "C", "C", "C", "C", "C", "C", "Cl", "C", "C", "Cl", "H", "H", "H", "H", "H", "H", "H", "H", "H", "H", "H", "H", "H", "H", "H", "H", "H", "H", "H", "H", "H", "H", "H", "H", "H", "H", "H", "H", "H", "H", "H", "H", "H", "H", "H", "H", "H", "H", "C", "C", "O", "C", "O", "O", "H", "H", "H", "H", "C", "C", "O", "C", "O", "O", "H", "H", "H", "H", "C", "C", "O", "C", "O", "O", "H", "H", "H", "H", "C", "C", "O", "C", "O", "O", "H", "H", "H", "H", "C", "C", "O", "C", "O", "O", "H", "H", "H", "H", "C", "C", "O", "C", "O", "O", "H", "H", "H", "H"],
  "coordinates": [[-0.498, 6.091, -1.346], [-1.874, 6.863, -1.162], [-3.426, 5.829, -1.303], [-3.643, 5.035, -2.977], [-2.322, 4.401, -3.616], [-3.572, 4.674, 0.035], [-4.139, 4.923, 1.198], [-4.078, 3.741, 2.226], [-2.780, 2.973, 1.663], [-2.953, 1.529, 2.292], [-2.233, 0.306, 1.630], [-0.856, 0.521, 0.909], [0.435, 0.330, 1.792], [1.250, -0.847, 1.480], [1.423, -1.602, 0.333], [2.320, -2.747, 0.459], [2.728, -2.578, 1.905], [2.077, -1.420, 2.483], [-1.374, 3.467, 2.200], [-1.284, 4.892, 2.801], [-1.949, 5.410, 4.002], [-1.763, 6.788, 4.510], [-0.836, 7.735, 3.846], [-0.135, 7.220, 2.635], [0.875, 8.210, 1.968], [-0.359, 5.853, 2.133], [-3.075, 3.252, 0.146], [-3.689, 2.184, -0.810], [-2.526, 1.248, -1.846], [-5.002, 1.884, -1.006], [-5.571, 0.801, -1.979], [-6.271, 2.820, -0.120], [-0.202, 5.938, -2.420], [0.303, 6.691, -0.823], [-0.518, 5.084, -0.852], [-1.896, 7.770, -1.828], [-1.862, 7.271, -0.104], [-3.939, 5.872, -3.679], [-4.496, 4.296, -3.014], [-2.560, 3.851, -4.574], [-1.671, 5.265, -3.942], [-1.797, 3.739, -2.883], [-4.571, 5.952, 1.268], [-5.048, 3.160, 2.210], [-4.057, 4.037, 3.316], [-2.664, 1.564, 3.385], [-4.061, 1.284, 2.312], [-2.072, -0.480, 2.431], [-2.941, -0.176, 0.890], [-0.817, -0.230, 0.064], [-0.804, 1.517, 0.375], [1.097, 1.236, 1.609], [0.198, 0.378, 2.897], [0.845, -1.324, -0.589], [2.585, -3.510, -0.300], [3.432, -3.273, 2.411], [2.148, -0.979, 3.501], [-0.656, 3.424, 1.324], [-0.935, 2.747, 2.953], [-2.640, 4.750, 4.578], [-2.308, 7.173, 5.413], [-0.659, 8.768, 4.237], [0.789, 9.247, 2.403], [0.868, 8.198, 0.850], [1.903, 7.851, 2.278], [0.227, 5.554, 1.230], [-2.025, 3.352, -0.284], [-6.392, 0.264, -1.412], [-4.831, 0.016, -2.263], [-6.070, 1.241, -2.884], [6.183, 5.992, 2.723], [5.185, 6.098, 3.841], [3.993, 6.488, 3.164], [4.111, 6.083, 1.871], [3.222, 6.105, 1.076], [5.369, 5.650, 1.604], [6.935, 5.225, 2.905], [6.686, 6.940, 2.518], [5.011, 5.142, 4.341], [5.469, 6.840, 4.587], [-0.326, -4.677, -1.596], [-0.825, -5.801, -0.734], [-0.060, -6.912, -1.193], [1.073, -6.416, -1.754], [2.007, -7.082, -2.086], [1.011, -5.066, -1.888], [-0.347, -3.717, -1.080], [-0.881, -4.589, -2.534], [-0.615, -5.640, 0.327], [-1.892, -5.983, -0.859], [3.041, -7.479, -5.112], [4.004, -8.532, -5.578], [3.618, -8.736, -6.936], [2.988, -7.606, -7.352], [2.687, -7.380, -8.483], [2.746, -6.763, -6.310], [3.474, -6.819, -4.362], [2.115, -7.904, -4.717], [5.042, -8.192, -5.553], [3.922, -9.452, -5.008], [-8.858, 3.895, 2.892], [-9.409, 2.497, 2.937], [-9.295, 2.156, 4.314], [-9.273, 3.321, 5.020], [-9.351, 3.391, 6.203], [-9.149, 4.396, 4.190], [-9.333, 4.507, 2.126], [-7.774, 3.914, 2.742], [-10.462, 2.452, 2.647], [-8.842, 1.803, 2.316], [3.980, -8.806, 1.029], [3.924, -7.434, 0.422], [3.600, -6.604, 1.536], [4.001, -7.261, 2.658], [4.029, -6.777, 3.746], [4.368, -8.540, 2.376], [4.704, -9.453, 0.535], [3.006, -9.303, 1.033], [4.888, -7.117, 0.014], [3.167, -7.352, -0.357], [8.780, -11.246, -4.790], [8.446, -10.220, -5.835], [7.025, -10.142, -5.759], [6.663, -10.559, -4.518], [5.562, -10.459, -4.071], [7.716, -11.101, -3.853], [9.743, -11.063, -4.316], [8.766, -12.266, -5.184], [8.866, -9.237, -5.607], [8.766, -10.518, -6.833]],
  "forces_ev_per_a": [[0.3, 0.4, 0.1], [1.8, -1.1, 0.8], [-2.3, 2.8, -0.8], [1.2, -1.0, -1.1], [-0.4, 0.6, -0.4], [-0.3, -2.4, 2.6], [-0.1, 0.7, -0.5], [0.4, 1.5, 0.0], [-2.3, -0.9, 2.1], [-0.8, -0.9, -0.2], [0.0, -0.8, -0.1], [0.2, -0.4, -0.6], [0.2, 1.8, -0.5], [1.5, -2.1, 1.4], [0.0, -1.4, -1.7], [-1.7, 3.9, 3.4], [-0.8, 0.8, -0.8], [0.7, -2.0, -1.9], [0.6, 0.9, -0.3], [1.2, 3.3, 0.2], [0.7, 1.1, -0.6], [1.5, 0.1, -1.8], [-0.8, -3.7, -1.2], [-1.1, 0.1, 1.1], [0.7, -0.8, 0.8], [-1.0, 0.9, 1.7], [4.2, -1.1, -2.1], [-1.3, -0.1, 0.0], [-0.9, 1.0, 1.1], [0.5, -0.3, -0.6], [-0.8, 0.0, 1.1], [1.0, -0.8, -0.8], [-0.4, 0.3, 1.1], [-0.7, -0.7, -0.7], [0.0, 0.9, -0.4], [-0.5, -1.1, 0.4], [-0.4, -0.5, -1.1], [0.1, -0.6, 1.2], [0.8, 0.8, 0.5], [0.2, 0.4, 1.2], [-0.5, -1.1, 0.6], [-0.3, 0.6, -0.9], [0.2, -1.0, 0.4], [1.2, 0.4, -0.7], [0.4, 0.2, -1.4], [-0.2, 0.4, -1.2], [1.2, 0.1, -0.1], [-0.2, 0.8, -0.8], [0.7, 0.6, 0.7], [0.0, 0.8, 1.0], [-0.1, -1.1, 0.7], [-0.7, -0.9, 0.2], [0.2, -0.5, -1.2], [0.7, -0.3, 1.1], [-0.2, 0.8, 0.8], [-0.7, 0.8, -0.2], [-0.1, -0.5, -1.1], [-0.7, 0.2, 1.0], [-0.8, 0.6, -0.8], [0.7, 0.6, -0.4], [0.5, -0.8, -1.0], [-0.2, -1.2, -0.5], [-0.2, -1.1, -0.7], [-0.2, 0.1, 1.0], [-1.0, 0.4, -0.5], [-0.6, 0.2, 1.0], [-1.1, -0.2, 0.2], [0.8, 0.6, -0.6], [-0.4, 1.0, 0.2], [0.7, -0.2, 0.8], [0.7, 0.0, 0.1], [0.2, 0.0, 0.7], [0.0, -0.1, -0.5], [-0.1, -0.1, -0.3], [0.2, -0.1, 0.2], [-0.5, 0.1, 0.2], [-0.1, 0.0, -0.2], [-0.1, 0.0, 0.0], [0.0, 0.0, -0.1], [-0.2, 0.0, -0.1], [-0.4, 0.7, -0.1], [-0.5, 0.0, 0.5], [0.5, 0.2, -0.3], [0.2, -0.2, -0.1], [-0.3, 0.2, 0.0], [0.1, -0.5, 0.1], [0.2, -0.1, 0.0], [0.0, -0.1, 0.0], [0.1, 0.0, -0.1], [0.1, -0.2, -0.1], [-0.1, 0.2, 0.5], [0.1, -0.3, 0.3], [-0.3, 0.5, -0.1], [-0.1, 0.0, -0.5], [0.1, 0.0, 0.3], [0.1, -0.3, -0.4], [-0.1, 0.1, -0.1], [0.0, 0.0, 0.0], [-0.1, 0.0, 0.0], [0.0, 0.0, -0.3], [0.1, 0.4, -0.5], [-0.2, -0.4, -0.4], [0.1, 0.4, 0.0], [-0.1, 0.0, 0.7], [0.1, 0.0, -0.4], [0.0, -0.4, 0.1], [0.0, 0.1, 0.2], [0.0, 0.0, 0.0], [0.0, 0.0, 0.0], [0.0, -0.1, 0.2], [0.0, -0.5, -0.3], [0.0, 0.1, -0.7], [0.1, -0.3, 0.4], [0.1, 0.1, 0.5], [0.0, -0.1, -0.3], [-0.1, 0.5, 0.0], [0.0, 0.0, 0.2], [0.0, 0.1, 0.0], [0.0, 0.0, 0.1], [0.1, 0.1, 0.2], [0.6, -0.4, 0.1], [0.4, 0.2, -0.5], [-0.1, -0.2, 0.4], [-0.3, -0.1, 0.2], [0.6, -0.2, 0.1], [-0.4, 0.3, -0.3], [-0.2, 0.0, 0.2], [0.0, 0.1, 0.0], [0.0, 0.0, 0.0], [-0.2, 0.0, 0.0]],
  "max_force_ev_per_a": 5.379,
  "total_charge": 1,
  "spin_multiplicity": 1,
  "gap_ev": 5.9440,
  "de_lowest_kcal_mol": 0.00
}

=====

(2)
{
  "formula": "C45H62ClN5PRbSe2Si4",
  "method": "wB97M-V/def2-TZVPD",
  "elements": ["Rb", "Se", "P", "Se", "C", "C", "C", "C", "C", "C", "C", "C", "C", "C", "C", "C", "H", "H", "H", "H", "H", "H", "H", "H", "H", "H", "C", "Si", "C", "C", "Si", "Si", "C", "C", "C", "Si", "C", "C", "C", "H", "H", "H", "H", "H", "H", "H", "H", "H", "H", "H", "H", "H", "H", "H", "H", "H", "H", "H", "H", "H", "H", "H", "H", "H", "H", "H", "Cl", "C", "C", "C", "C", "C", "C", "C", "H", "H", "H", "H", "H", "H", "N", "C", "N", "C", "C", "C", "C", "C", "H", "H", "H", "H", "H", "H", "H", "H", "H", "H", "C", "C", "N", "C", "C", "C", "C", "C", "C", "C", "C", "N", "C", "N", "H", "H", "H", "H", "H", "H", "H", "H", "H"],
  "coordinates": [[-0.821, 0.614, 0.339], [-0.186, 3.787, -1.296], [-2.273, 4.187, -1.475], [-3.594, 2.555, -1.943], [-2.535, 5.547, -2.695], [-1.662, 6.634, -2.682], [-1.857, 7.701, -3.545], [-2.922, 7.690, -4.438], [-3.786, 6.606, -4.462], [-3.594, 5.538, -3.591], [-2.883, 5.062, 0.027], [-4.250, 5.146, 0.279], [-4.716, 5.870, 1.366], [-3.822, 6.519, 2.208], [-2.459, 6.431, 1.964], [-1.991, 5.700, 0.879], [-0.817, 6.619, -2.003], [-1.170, 8.539, -3.527], [-3.071, 8.522, -5.117], [-4.613, 6.586, -5.162], [-4.257, 4.681, -3.602], [-4.936, 4.608, -0.365], [-5.781, 5.915, 1.565], [-4.187, 7.074, 3.065], [-1.755, 6.910, 2.633], [-0.928, 5.595, 0.693], [4.081, 3.644, -0.166], [4.167, 2.292, -1.489], [3.462, 3.068, -3.065], [6.027, 2.099, -1.857], [2.914, 0.421, -0.876], [4.003, -1.158, -2.196], [5.783, -1.737, -1.842], [4.050, -0.636, -4.023], [3.017, -2.790, -2.221], [3.883, -0.068, 1.189], [5.750, 0.166, 1.477], [3.089, 0.956, 2.568], [3.565, -1.888, 1.647], [4.508, 4.577, -0.550], [4.640, 3.359, 0.730], [3.047, 3.838, 0.132], [4.045, 3.947, -3.364], [2.426, 3.378, -2.907], [3.469, 2.354, -3.893], [6.481, 3.084, -2.023], [6.186, 1.501, -2.759], [6.556, 1.609, -1.036], [6.480, -0.898, -1.799], [6.113, -2.425, -2.630], [5.842, -2.267, -0.888], [4.728, 0.208, -4.174], [3.058, -0.327, -4.361], [4.394, -1.463, -4.656], [2.857, -3.169, -1.208], [3.531, -3.560, -2.809], [2.035, -2.601, -2.665], [6.040, 1.204, 1.292], [6.345, -0.466, 0.814], [6.014, -0.077, 2.514], [3.454, 1.986, 2.547], [3.328, 0.533, 3.550], [2.003, 0.999, 2.472], [4.150, -2.553, 1.002], [2.508, -2.141, 1.526], [3.852, -2.084, 2.686], [-1.128, -0.604, 3.176], [-2.414, 0.615, 3.099], [-3.712, 0.152, 3.075], [-4.782, 1.034, 2.993], [-4.466, 2.406, 2.906], [-3.178, 2.864, 2.947], [-2.025, 2.000, 3.101], [-0.735, 2.462, 3.190], [-3.882, -0.920, 3.105], [-5.803, 0.678, 2.954], [-5.265, 3.134, 2.794], [-2.993, 3.928, 2.877], [0.096, 1.792, 3.352], [-0.536, 3.525, 3.143], [-0.012, -2.194, 0.041], [0.310, -3.295, -0.096], [0.681, -4.562, -0.254], [1.790, -5.035, 0.597], [2.184, -6.445, 0.160], [0.954, -7.247, -0.253], [0.291, -6.626, -1.495], [0.609, -5.135, -1.602], [1.442, -5.033, 1.630], [2.643, -4.354, 0.532], [2.712, -6.927, 0.985], [2.889, -6.392, -0.674], [0.239, -7.253, 0.571], [1.221, -8.288, -0.446], [-0.789, -6.775, -1.448], [0.645, -7.116, -2.406], [-0.158, -4.596, -2.154], [1.557, -4.965, -2.122], [-5.685, -1.083, 0.305], [-4.469, -0.428, 0.143], [-3.310, -1.078, 0.062], [-3.322, -2.403, 0.183], [-4.476, -3.151, 0.391], [-5.686, -2.456, 0.421], [-4.498, -4.620, 0.491], [-3.676, -5.503, 1.066], [-2.447, -5.354, 1.871], [-1.973, -4.185, 2.460], [-0.820, -4.277, 3.219], [-0.173, -5.428, 3.414], [-0.710, -6.484, 2.817], [-1.798, -6.515, 2.063], [-6.600, -0.509, 0.352], [-4.419, 0.652, 0.076], [-2.356, -2.887, 0.099], [-6.616, -3.002, 0.544], [-5.365, -5.063, 0.006], [-3.934, -6.550, 0.952], [-2.460, -3.231, 2.339], [-0.408, -3.391, 3.687], [-0.199, -7.432, 2.960]],
  "forces_ev_per_a": [[0.2, 0.6, -0.5], [0.1, 0.0, 0.0], [-0.1, 0.0, 0.0], [0.0, 0.0, 0.0], [0.1, 0.0, 0.0], [0.0, 0.0, 0.0], [0.0, 0.0, 0.0], [0.0, 0.0, 0.0], [0.0, 0.0, 0.0], [0.0, 0.0, 0.0], [0.0, 0.0, 0.0], [0.0, 0.0, 0.0], [0.0, 0.0, 0.0], [0.0, 0.0, 0.0], [0.0, 0.0, 0.0], [0.0, 0.0, 0.0], [0.0, 0.0, 0.0], [0.0, 0.0, 0.0], [0.0, 0.0, 0.0], [0.0, 0.0, 0.0], [0.0, 0.0, 0.0], [0.0, 0.0, 0.0], [0.0, 0.0, 0.0], [0.0, 0.0, 0.0], [0.0, 0.0, 0.0], [0.0, 0.0, 0.0], [0.0, 0.0, 0.0], [0.0, 0.0, 0.0], [0.0, 0.0, 0.0], [0.0, 0.0, 0.0], [-0.1, 0.0, 0.0], [0.0, 0.0, 0.0], [0.0, 0.0, 0.0], [0.0, 0.0, 0.0], [0.0, 0.1, 0.0], [0.0, 0.0, -0.1], [0.0, 0.0, 0.0], [0.0, 0.0, 0.0], [0.0, 0.0, 0.0], [0.0, 0.0, 0.0], [0.0, 0.0, 0.0], [0.0, 0.0, 0.0], [0.0, 0.0, 0.0], [0.0, 0.0, 0.0], [0.0, 0.0, 0.0], [0.0, 0.0, 0.0], [0.0, 0.0, 0.0], [0.0, 0.0, 0.0], [0.0, 0.0, 0.0], [0.0, 0.0, 0.0], [0.0, 0.0, 0.0], [0.0, 0.0, 0.0], [0.0, 0.0, 0.0], [0.0, 0.0, 0.0], [0.1, 0.1, 0.0], [0.0, 0.0, 0.0], [0.0, 0.0, 0.0], [0.0, 0.0, 0.0], [0.0, 0.0, 0.0], [0.0, 0.0, 0.0], [0.0, 0.0, 0.0], [0.0, 0.0, 0.0], [0.0, 0.0, 0.0], [0.0, 0.0, 0.0], [0.0, 0.0, 0.0], [0.0, 0.0, 0.0], [0.0, -0.1, 0.4], [0.0, -0.2, 0.1], [0.0, 0.0, 0.1], [0.0, 0.0, 0.0], [0.0, 0.0, 0.0], [0.0, 0.0, 0.0], [-0.1, -0.1, 0.0], [-0.1, 0.0, 0.0], [0.0, 0.0, 0.0], [0.0, 0.0, 0.0], [0.0, 0.0, 0.0], [0.0, 0.0, 0.0], [0.0, 0.0, 0.0], [0.0, 0.0, 0.0], [-0.1, -0.2, 0.1], [0.2, 0.1, -0.1], [-0.1, 0.0, 0.1], [0.1, 0.0, 0.0], [0.0, 0.0, 0.0], [0.0, 0.0, 0.0], [0.0, 0.0, 0.0], [0.0, 0.0, 0.0], [0.0, 0.0, -0.1], [0.0, 0.0, 0.0], [0.0, 0.0, 0.0], [0.0, 0.0, 0.0], [0.0, 0.0, -0.1], [0.0, 0.0, 0.0], [0.0, 0.0, 0.0], [0.0, 0.0, 0.0], [0.0, 0.0, 0.0], [-0.1, 0.0, 0.0], [0.0, 0.0, 0.0], [0.1, 0.0, 0.0], [-0.1, -0.1, -0.1], [0.0, 0.0, 0.0], [0.0, -0.1, 0.0], [0.0, 0.1, 0.0], [0.0, 0.1, 0.0], [0.1, 0.0, 0.0], [-0.1, 0.0, 0.0], [0.0, 0.0, 0.0], [-0.1, 0.0, 0.0], [0.0, 0.0, 0.0], [-0.1, 0.0, 0.0], [0.0, 0.0, 0.1], [0.0, 0.0, 0.0], [0.0, 0.0, 0.0], [0.0, 0.0, 0.0], [0.0, 0.0, 0.0], [0.0, 0.0, 0.0], [0.0, 0.0, 0.0], [0.0, 0.0, 0.0], [0.0, 0.0, 0.0], [0.0, 0.0, 0.0]],
  "max_force_ev_per_a": 0.755,
  "total_charge": -2,
  "spin_multiplicity": 1,
  "gap_ev": 4.0282,
  "de_lowest_kcal_mol": 0.00
}